Entry 1:
The following is a DFT calculation (wB97M-V/def2-TZVPD) of a single C4H6N2 molecule.

```
12
C4H6N2 (wB97M-V/def2-TZVPD)
C -1.726 -0.315 0.114
C -0.273 0.047 -0.022
C 0.393 1.281 0.226
N 1.702 1.179 0.104
N 1.916 -0.094 -0.261
C 0.755 -0.803 -0.361
H -2.343 0.129 -0.671
H -1.833 -1.402 0.058
H -2.153 -0.004 1.077
H -0.006 2.235 0.549
H 2.807 -0.475 0.019
H 0.762 -1.779 -0.832
```

Computed properties:
SMILES: Cc1cn[nH]c1
Spin multiplicity: 1
Frontier orbital gap: 10.2 eV

Entry 2:
The following is a DFT calculation (wB97M-V/def2-TZVPD) of a single C4H6N2 molecule.

```
12
C4H6N2 (wB97M-V/def2-TZVPD)
C -1.279 -0.745 -0.180
C -0.290 1.153 0.731
C 0.000 -0.325 0.594
C 1.297 -0.358 -0.199
N 1.626 0.805 -0.617
N 0.604 1.649 -0.091
H -2.142 -0.680 0.494
H -1.518 -0.093 -1.034
H -1.158 -1.765 -0.533
H 0.045 -0.921 1.515
H 1.971 -1.190 -0.405
H 0.657 2.617 -0.368
```

Computed properties:
Spin multiplicity: 1
Frontier orbital gap: 9.6 eV

Entry 3:
The following is a DFT calculation (wB97M-V/def2-TZVPD) of a 2-piece molecular cluster, C4H6N2 overall at a distorted geometry.

```
12
C4H6N2 (wB97M-V/def2-TZVPD)
C -2.134 0.258 -0.212
C -0.975 -0.225 0.458
C 0.335 -0.118 -0.280
C 1.569 0.396 0.229
N -2.989 0.794 -0.739
N -0.271 -1.324 -0.096
H -1.116 -0.237 1.571
H -0.156 0.880 -2.417
H 1.491 0.695 1.289
H 1.959 1.409 -0.166
H 2.237 -0.398 -0.160
H 0.050 -2.130 0.523
```

Computed properties:
Spin multiplicity: 1
Frontier orbital gap (spin up / spin down): 8.2 / 9.7 eV

Entry 4:
The following is a DFT calculation (wB97M-V/def2-TZVPD) of C4H6N2 as an isolated structure at a distorted geometry.

```
12
C4H6N2 (wB97M-V/def2-TZVPD)
N 3.349 -0.430 0.278
C 2.192 -0.429 0.253
C 0.752 -0.379 0.283
C -0.217 0.315 1.194
C -1.209 -0.362 0.214
N -0.061 -0.940 -0.538
H -0.235 -0.032 2.231
H -0.184 1.408 1.170
H -0.488 1.153 -2.815
H -1.808 0.310 -0.407
H -1.850 -1.138 0.641
H -0.240 0.523 -2.505
```

Computed properties:
Spin multiplicity: 1
Frontier orbital gap: 11.1 eV

Entry 5:
The following is a DFT calculation (wB97M-V/def2-TZVPD) of a single C4H6N2 molecule at a distorted geometry.

```
12
C4H6N2 (wB97M-V/def2-TZVPD)
C -0.315 1.723 -0.814
C 0.026 0.460 -0.017
N 0.486 0.407 1.147
C 0.672 -0.957 1.485
C 0.189 -1.730 0.450
N -0.112 -0.851 -0.554
H -0.719 2.570 -0.136
H 0.571 1.958 -1.397
H -1.178 1.510 -1.554
H 0.927 -1.248 2.395
H 0.172 -2.775 0.271
H -0.720 -1.068 -1.276
```

Computed properties:
SMILES: Cc1ncc[nH]1
Spin multiplicity: 1
Frontier orbital gap: 9.6 eV

Entry 6:
The following is a DFT calculation (wB97M-V/def2-TZVPD) of a single C4H6N2 molecule at a distorted geometry.

```
12
C4H6N2 (wB97M-V/def2-TZVPD)
N 1.992 -0.025 0.247
C 0.625 0.111 0.005
C -0.188 1.205 -0.094
C -1.549 0.714 -0.203
C -1.440 -0.654 -0.220
N -0.140 -1.037 -0.080
H 2.427 -0.745 -0.315
H 2.479 0.853 0.135
H 0.168 2.231 -0.132
H -2.243 0.619 0.647
H -2.270 -1.343 -0.282
H 0.139 -1.928 0.293
```

Computed properties:
SMILES: Nc1ccc[nH]1
Spin multiplicity: 1
Frontier orbital gap: 8.6 eV

Entry 7:
The following is a DFT calculation (wB97M-V/def2-TZVPD) of C4H6N2 as an isolated structure at a distorted geometry.

```
12
C4H6N2 (wB97M-V/def2-TZVPD)
C -2.279 -0.167 -0.254
C -0.906 -0.201 -0.650
C 0.116 0.119 0.453
C 1.502 -0.450 0.222
N -3.387 -0.200 0.095
N -0.208 1.399 0.150
H -0.397 -0.081 -1.670
H -0.245 -0.276 1.536
H 1.265 -1.510 0.256
H 2.042 -0.154 1.174
H 2.001 -0.156 -0.729
H 0.496 1.678 -0.585
```

Computed properties:
Spin multiplicity: 3
Frontier orbital gap (spin up / spin down): 8.2 / 7.9 eV

Entry 8:
The following is a DFT calculation (wB97M-V/def2-TZVPD) of an isolated ion of composition C4H6N2 and charge +2 at a distorted geometry.

```
12
C4H6N2 (wB97M-V/def2-TZVPD)
C 1.777 -0.504 0.374
C 0.816 1.317 -0.456
C -1.388 0.338 -1.002
C 0.569 -0.755 1.078
N 1.881 0.635 -0.211
N -0.307 0.621 -0.465
H 2.476 -1.300 0.394
H 0.751 2.354 -0.512
H -2.240 -0.135 -0.507
H -1.828 0.720 -2.038
H 0.163 -1.693 1.281
H 0.084 -0.240 1.863
```

Computed properties:
Charge: +2
Spin multiplicity: 1
Frontier orbital gap: 9.1 eV

Entry 9:
The following is a DFT calculation (wB97M-V/def2-TZVPD) of a 2-piece molecular cluster, C4H6N2O overall at a distorted geometry.

```
13
C4H6N2O (wB97M-V/def2-TZVPD)
H 3.502 -0.011 -0.684
N 2.506 -0.116 -0.515
C 2.092 0.817 0.219
O 0.810 0.913 0.633
C -0.159 0.173 0.042
C -1.356 0.175 0.705
H 2.633 1.668 0.635
H 0.197 -0.459 -0.777
H -1.333 0.089 1.785
H -2.262 0.626 0.334
C -2.167 -1.218 -0.690
N -2.829 -2.094 -0.314
H -1.634 -0.562 -1.374
```

Computed properties:
SMILES: [H]/N=C/OC=C.C#N
Spin multiplicity: 1
Frontier orbital gap (spin up / spin down): 8.3 / 8.3 eV

Entry 10:
The following is a DFT calculation (wB97M-V/def2-TZVPD) of a single C4H6N2O molecule.

```
13
C4H6N2O (wB97M-V/def2-TZVPD)
N -2.342 -0.209 0.032
C -0.960 0.065 -0.105
C -0.297 1.153 -0.605
C 1.110 0.934 -0.419
C 1.256 -0.302 0.149
O 2.352 -1.045 0.475
N 0.012 -0.824 0.357
H -2.697 0.019 0.954
H -2.551 -1.188 -0.143
H -0.761 2.058 -0.989
H 1.912 1.616 -0.662
H 3.133 -0.583 0.137
H -0.168 -1.694 0.819
```

Computed properties:
SMILES: Nc1ccc(O)[nH]1
Spin multiplicity: 1
Frontier orbital gap: 8.3 eV

Entry 11:
The following is a DFT calculation (wB97M-V/def2-TZVPD) of a single C4H6N2O molecule.

```
13
C4H6N2O (wB97M-V/def2-TZVPD)
H 0.980 1.651 1.479
N 0.184 1.108 1.145
C 0.573 0.152 0.404
C 1.991 -0.193 0.033
N -0.401 -0.775 -0.073
C -1.212 -0.335 -1.328
C -1.717 -0.229 -0.149
O -2.662 -0.011 0.740
H 2.096 -0.301 -1.052
H 2.278 -1.148 0.485
H 2.679 0.583 0.379
H -1.216 -0.626 -2.363
H -3.505 0.120 0.284
```

Computed properties:
SMILES: [H]/N=C(\C)N1C=C1O
Spin multiplicity: 1
Frontier orbital gap: 8.9 eV

Entry 12:
The following is a DFT calculation (wB97M-V/def2-TZVPD) of a single C4H6N2O molecule at a distorted geometry.

```
13
C4H6N2O (wB97M-V/def2-TZVPD)
O -2.943 0.817 0.119
C -2.707 -0.330 -0.192
N -1.379 -0.974 -0.289
C -0.469 -0.098 0.069
N 0.813 -0.470 -0.350
C 1.788 -0.188 0.667
C 1.769 0.617 -0.631
H -3.434 -1.181 -0.218
H -0.761 0.770 0.599
H 2.564 -0.917 0.746
H 1.291 0.188 1.639
H 1.150 1.590 -0.648
H 2.318 0.177 -1.511
```

Computed properties:
SMILES: O=C/N=C/N1CC1
Spin multiplicity: 1
Frontier orbital gap: 9.7 eV

Entry 13:
The following is a DFT calculation (wB97M-V/def2-TZVPD) of a single C4H6N2O molecule at a distorted geometry.

```
13
C4H6N2O (wB97M-V/def2-TZVPD)
C -2.203 0.005 -0.251
C -0.776 -0.410 0.030
O -0.169 0.762 0.617
C 1.103 0.990 0.774
N 1.920 -0.077 0.414
C 3.094 0.397 -0.065
N 4.012 0.910 -0.549
H -2.224 0.769 -1.034
H -2.809 -0.848 -0.566
H -2.633 0.438 0.656
H -0.250 -0.698 -0.890
H -0.711 -1.226 0.757
H 1.646 -1.012 0.108
```

Computed properties:
Spin multiplicity: 1
Frontier orbital gap: 9.9 eV

Entry 14:
The following is a DFT calculation (wB97M-V/def2-TZVPD) of a 2-piece molecular cluster, C4H6N2O overall.

```
13
C4H6N2O (wB97M-V/def2-TZVPD)
C -0.760 -2.330 -0.748
O -0.415 -1.845 0.568
C 0.029 -0.636 0.640
C 0.413 -0.052 2.033
N 0.806 1.112 1.563
C 0.467 1.401 0.144
N 0.136 0.188 -0.378
H -1.519 -1.679 -1.184
H -1.137 -3.339 -0.591
H 0.127 -2.331 -1.382
H 0.359 4.129 -1.625
H 1.092 1.873 2.167
H 0.403 3.509 -1.209
```

Computed properties:
Spin multiplicity: 1
Frontier orbital gap (spin up / spin down): 7.3 / 7.3 eV

Entry 15:
The following is a DFT calculation (wB97M-V/def2-TZVPD) of a single C4H6N2O molecule at a distorted geometry.

```
13
C4H6N2O (wB97M-V/def2-TZVPD)
N 1.374 -0.184 -1.828
C 2.085 -0.145 -0.684
O 1.488 0.206 0.437
C 0.156 0.684 0.541
C -0.822 -0.473 0.761
C -2.156 0.035 1.090
N -3.194 0.471 1.352
H 0.357 -0.133 -1.986
H 1.996 -0.871 -2.237
H -0.118 1.292 -0.328
H 0.185 1.326 1.421
H -0.890 -1.112 -0.125
H -0.462 -1.098 1.585
```

Computed properties:
Spin multiplicity: 1
Frontier orbital gap: 9.4 eV

Entry 16:
The following is a DFT calculation (wB97M-V/def2-TZVPD) of a single C4H6N2O molecule at a distorted geometry.

```
13
C4H6N2O (wB97M-V/def2-TZVPD)
N 1.927 0.821 -0.087
C 0.722 0.230 0.133
N -0.239 1.256 -0.204
C -1.479 0.621 -0.451
C -1.312 -0.690 -0.170
C 0.064 -0.948 0.215
O 0.657 -2.178 0.359
H 1.282 1.534 -0.761
H 2.814 0.347 0.136
H -0.321 1.971 0.524
H -2.367 1.210 -0.660
H -2.064 -1.460 -0.256
H 0.221 -2.645 1.085
```

Computed properties:
SMILES: Nc1[nH]ccc1O
Spin multiplicity: 1
Frontier orbital gap: 8.0 eV

Entry 17:
The following is a DFT calculation (wB97M-V/def2-TZVPD) of a single C4H6N2O molecule at a distorted geometry.

```
13
C4H6N2O (wB97M-V/def2-TZVPD)
C -1.249 0.416 -0.452
O -0.695 -0.455 0.574
C 0.610 -0.353 0.762
C 1.524 -1.010 -0.284
N 2.725 -0.675 -0.486
C 3.532 0.192 0.033
N 4.513 0.671 0.467
H -0.946 0.196 -1.400
H -0.806 1.405 -0.172
H -2.314 0.694 -0.438
H 0.857 -0.832 1.638
H 0.774 0.776 0.785
H 1.003 -1.885 -0.767
```

Computed properties:
SMILES: COC/C=N\C#N
Spin multiplicity: 1
Frontier orbital gap: 9.5 eV

Entry 18:
The following is a DFT calculation (wB97M-V/def2-TZVPD) of a 2-piece molecular cluster, C4H6N2O overall at a distorted geometry.

```
13
C4H6N2O (wB97M-V/def2-TZVPD)
N -2.558 0.528 -1.142
C -1.737 0.227 -0.305
O -1.158 -0.748 0.382
C 0.157 -1.155 -0.030
C 1.263 -0.288 0.584
C 1.574 0.916 -0.193
N 1.840 1.845 -0.829
H -1.873 1.496 -0.339
H -1.126 1.411 0.385
H 0.214 -1.172 -1.122
H 0.247 -2.174 0.350
H 0.977 -0.002 1.601
H 2.180 -0.884 0.658
```

Computed properties:
Spin multiplicity: 1
Frontier orbital gap: 9.9 eV

Entry 19:
The following is a DFT calculation (wB97M-V/def2-TZVPD) of a single C4H6N2O molecule.

```
13
C4H6N2O (wB97M-V/def2-TZVPD)
N 1.392 1.836 -0.249
C 0.653 0.662 0.006
C 0.859 -0.432 0.800
C -0.233 -1.344 0.577
C -1.053 -0.747 -0.337
O -2.228 -1.103 -0.921
N -0.525 0.465 -0.688
H 2.281 1.812 0.236
H 0.894 2.664 0.064
H 1.688 -0.580 1.481
H -0.394 -2.303 1.056
H -2.473 -1.972 -0.581
H -0.861 1.043 -1.443
```

Computed properties:
SMILES: Nc1ccc(O)[nH]1
Spin multiplicity: 1
Frontier orbital gap: 8.0 eV

Entry 20:
The following is a DFT calculation (wB97M-V/def2-TZVPD) of a single C4H6N2O molecule at a distorted geometry.

```
13
C4H6N2O (wB97M-V/def2-TZVPD)
H 2.979 -0.013 1.079
N 1.974 0.098 0.960
C 1.613 -0.375 -0.164
C 0.198 -0.380 -0.573
N -0.112 -0.994 -1.797
C -0.648 0.171 0.264
C -1.393 1.092 0.806
O -2.028 0.967 2.006
H 2.284 -0.878 -0.869
H 0.393 -1.853 -1.962
H -1.103 -1.124 -1.953
H -1.831 1.466 -0.124
H -2.326 1.825 2.325
```

Computed properties:
SMILES: [H]/N=C/C(N)=C=CO
Spin multiplicity: 1
Frontier orbital gap: 8.7 eV

Result set for ΔE to the lowest compared entry with this formula, charge and spin: 0.780 2.977 6.814 2.939 0.640 2.086 1.618 4.322 5.148 0.956 4.383 3.850 3.582 6.765 3.298 3.475 3.591 6.181 0.884 4.034 eV, one per record in the order listed.